Record 1
7
Properties=species:S:1:pos:R:3:forces:R:3:nbo_charge:R:1 method="wB97M-V/def2-TZVPD" homo_ev="-7.62 / -7.61" mol_weight_g_mol=155.29 smiles="SC#S#S1=NS1" de_lowest_kcal_mol=103.5 homo_lumo_gap_ev="6.86 / 6.85"
C 0.263 1.176 0.988 -0.4 0.3 -1.8 -0.5460
N -0.367 -1.724 -1.312 -1.2 -0.4 0.3 -0.8954
S 0.510 1.310 -0.587 0.7 0.4 0.3 0.2951
S 1.309 -1.569 -1.658 1.0 0.1 -0.4 0.2290
S -0.241 -0.362 -2.180 0.2 0.2 0.8 0.5727
S -0.737 0.200 1.865 -0.3 -1.6 -1.1 0.2396
H -0.737 0.969 2.884 0.1 1.0 2.0 0.1050

---

Record 2
6
Properties=species:S:1:pos:R:3:forces:R:3:nbo_charge:R:1 method="wB97M-V/def2-TZVPD" homo_ev=-9.75 mol_weight_g_mol=108.06 de_lowest_kcal_mol=4.7 homo_lumo_gap_ev=8.56
C -0.153 -0.841 -0.707 0.1 0.3 0.8 0.6302
O -0.751 0.296 -0.273 1.2 0.0 0.3 -0.7673
O 0.824 -1.275 -0.097 -1.7 0.3 -1.7 -0.5680
P 0.591 1.197 0.472 -0.5 0.3 0.8 0.9146
S 0.190 1.799 2.247 -0.1 -0.6 -1.2 -0.3685
H -0.701 -1.176 -1.643 1.0 -0.3 1.0 0.1590

---

Record 3
6
Properties=species:S:1:pos:R:3:forces:R:3:nbo_charge:R:1 method="wB97M-V/def2-TZVPD" homo_ev=-9.70 mol_weight_g_mol=108.06 de_lowest_kcal_mol=6.3 homo_lumo_gap_ev=9.32
C 0.310 -0.499 0.400 -1.2 -0.5 1.9 0.0473
O -0.298 -0.627 1.567 0.1 0.4 0.6 -0.7315
O -0.340 -2.882 3.096 0.1 0.6 -0.6 -1.0013
P 0.562 -1.946 2.421 -0.1 -0.2 0.1 1.4789
S 0.855 -1.844 -0.242 1.1 -1.5 -1.3 0.0070
H 0.404 0.490 0.053 0.1 1.2 -0.6 0.1996

---

Record 4
6
Properties=species:S:1:pos:R:3:forces:R:3:nbo_charge:R:1 method="wB97M-V/def2-TZVPD" homo_ev=-3.96 mol_weight_g_mol=109.15 total_charge=-1 de_lowest_kcal_mol=18.8 homo_lumo_gap_ev=7.52
C -2.792 0.410 0.061 2.1 2.9 0.4 0.0981
O -2.637 1.619 0.074 0.7 0.2 0.1 -0.6570
O 0.087 0.110 0.770 -1.9 -0.4 0.5 -0.8691
S -4.142 -0.409 -0.213 -2.6 -2.5 -0.5 -0.3570
S -1.433 -0.736 0.411 1.0 -0.3 0.5 0.3278
H 0.571 -0.048 -0.024 0.6 0.1 -0.9 0.4572

---

Record 5
8
Properties=species:S:1:pos:R:3:forces:R:3:nbo_charge:R:1 method="wB97M-V/def2-TZVPD" homo_ev=-9.54 mol_weight_g_mol=153.94 de_lowest_kcal_mol=76.5 homo_lumo_gap_ev=7.35
C -1.251 0.275 -0.049 -4.3 -2.7 0.3 -1.2710
O -0.554 -2.359 0.365 -0.9 -2.0 0.8 -0.9798
O 2.950 0.058 -0.550 1.4 0.1 -1.1 -1.0016
O 0.911 1.546 0.089 2.3 -0.8 -0.1 -1.0984
P -0.262 -1.136 -0.337 0.8 1.9 -0.7 1.3599
P 1.863 0.081 0.385 -1.6 0.8 1.0 1.4812
P -0.622 1.794 0.012 -1.7 1.3 0.2 1.2514
H -3.034 -0.259 0.086 4.0 1.5 -0.3 0.2582

---

Record 6
6
Properties=species:S:1:pos:R:3:forces:R:3:nbo_charge:R:1 method="wB97M-V/def2-TZVPD" homo_ev=-1.75 mol_weight_g_mol=93.08 total_charge=-1 de_lowest_kcal_mol=22.3 homo_lumo_gap_ev=5.57
C 1.968 0.099 2.254 0.1 -2.0 -1.6 1.0577
O 2.123 1.042 2.870 0.2 2.4 1.6 -0.5429
O 1.882 -0.955 1.779 -0.1 -0.4 0.0 -0.5487
O 1.598 1.399 0.038 0.4 -0.2 -0.4 -1.1377
S 0.298 0.603 -0.403 -0.4 0.6 2.0 0.1912
H -0.302 0.658 0.906 -0.3 -0.5 -1.5 -0.0196

---

Record 7
7
Properties=species:S:1:pos:R:3:forces:R:3:nbo_charge:R:1 method="wB97M-V/def2-TZVPD" homo_ev=-4.79 mol_weight_g_mol=125.15 total_charge=-1 smiles="O=S(=O)([O-])C=S" de_lowest_kcal_mol=0.1 homo_lumo_gap_ev=8.08
C 0.938 -0.405 0.094 0.8 1.5 0.7 -0.5413
O -1.640 -0.808 0.071 -0.6 0.4 0.1 -0.9865
O -0.803 0.967 -1.430 -0.1 -0.3 -0.1 -0.9936
O -0.803 1.408 0.978 -0.2 -2.1 -1.6 -1.0042
S 1.451 -1.934 -0.121 -0.5 1.1 0.1 -0.0121
S -0.821 0.367 -0.110 2.1 1.0 1.7 2.3473
H 1.680 0.405 0.519 -1.4 -1.5 -0.9 0.1904

---

Record 8
7
Properties=species:S:1:pos:R:3:forces:R:3:nbo_charge:R:1 method="wB97M-V/def2-TZVPD" homo_ev="-3.34 / -3.34" mol_weight_g_mol=125.15 total_charge=-1 de_lowest_kcal_mol=47.4 homo_lumo_gap_ev="6.86 / 6.86"
C 0.686 -0.965 0.704 -1.4 1.8 -0.5 -0.5727
O -1.117 -0.033 -1.735 1.9 3.1 1.9 -0.9173
O 0.357 1.969 -0.669 -2.3 -2.2 -0.7 -0.9047
O -1.705 0.990 0.410 0.6 0.9 -0.6 -0.9479
S 2.101 -1.471 0.213 0.9 -0.4 -0.4 -0.0794
S -0.655 0.871 -0.596 0.6 -3.5 0.7 2.2756
H 0.335 -1.361 1.673 -0.4 0.3 -0.3 0.1464

---

Record 9
6
Properties=species:S:1:pos:R:3:forces:R:3:mulliken_spin:R:1 method="wB97M-V/def2-TZVPD" homo_ev="-21.78 / -21.62" mol_weight_g_mol=179.73 total_charge=+2 spin_multiplicity=2 s_squared=0.779 homo_lumo_gap_ev="8.41 / 7.84"
Sn 2.919 0.319 0.988 -1.0 -0.2 -0.5 -0.0727
O -1.464 -0.376 -0.663 2.7 0.1 0.7 0.0303
C -0.231 -0.164 -0.205 -5.4 -1.8 -2.9 -0.0705
O 0.723 -0.816 -0.610 3.2 -0.5 0.3 0.5437
O -0.084 0.723 0.618 2.7 2.0 2.4 0.5648
H -1.863 0.314 -0.128 -2.2 0.5 -0.1 0.0044

---

Record 10
8
Properties=species:S:1:pos:R:3:forces:R:3:nbo_charge:R:1 method="wB97M-V/def2-TZVPD" homo_ev=-5.37 mol_weight_g_mol=125.08 total_charge=-1 de_lowest_kcal_mol=16.4 homo_lumo_gap_ev=9.37
C 1.826 0.355 -0.233 -0.3 0.4 0.8 1.0374
O 1.797 -0.221 -1.243 0.5 -1.1 -2.5 -0.6456
O 2.298 1.148 0.488 0.6 0.9 1.0 -0.6300
O -1.597 -1.661 0.544 -1.3 -1.2 0.9 -0.9984
O -1.746 0.718 -0.433 0.0 -1.2 1.7 -0.9786
O 0.400 -0.325 0.676 -1.7 -0.5 -0.5 -0.9538
S -0.749 -0.824 -0.249 1.1 3.0 0.2 1.7157
H -2.229 0.809 0.450 1.0 -0.3 -1.6 0.4532

---

Record 11
8
Properties=species:S:1:pos:R:3:forces:R:3:nbo_charge:R:1 method="wB97M-V/def2-TZVPD" homo_ev="-3.00 / -5.37" mol_weight_g_mol=125.08 total_charge=-1 de_lowest_kcal_mol=180.7 homo_lumo_gap_ev="6.03 / 9.12"
C -0.365 0.934 0.389 0.1 -1.3 0.3 0.3053
O -4.341 0.818 -0.920 -1.4 2.4 -1.3 -0.9973
O -3.588 -1.340 -0.499 0.5 -3.0 -0.3 -1.0006
O -4.362 0.010 1.406 -0.7 0.0 1.1 -0.9886
O 0.733 0.846 -0.468 0.0 -1.1 -0.2 -0.2948
O 0.133 2.096 -0.041 -0.3 1.8 0.5 -0.2792
S -3.816 -0.057 0.072 2.0 0.8 0.4 2.1206
H -0.219 0.536 1.424 -0.2 0.6 -0.6 0.1346

---

Record 12
4
Properties=species:S:1:pos:R:3:forces:R:3:nbo_charge:R:1 method="wB97M-V/def2-TZVPD" homo_ev="-9.89 / -9.88" mol_weight_g_mol=281.82 de_lowest_kcal_mol=0.0 homo_lumo_gap_ev="8.27 / 8.27"
C 0.046 -0.110 -0.023 2.1 -4.5 8.5 -0.1536
O 0.424 -0.929 1.328 -2.4 4.7 -8.4 -0.5599
I -1.725 -0.455 -0.966 0.3 -0.1 0.0 0.3599
I 1.254 1.494 -0.340 0.0 -0.1 -0.2 0.3536

---

Record 13
7
Properties=species:S:1:pos:R:3:forces:R:3:nbo_charge:R:1 method="wB97M-V/def2-TZVPD" homo_ev="-8.56 / -8.99" mol_weight_g_mol=454.80 de_lowest_kcal_mol=9.7 homo_lumo_gap_ev="6.39 / 6.82"
C -1.923 0.591 0.264 1.1 0.5 1.2 0.4326
N 0.466 -0.981 -0.441 -0.5 -0.2 -0.2 -1.0251
O -1.128 0.859 1.058 -0.3 0.0 -0.2 -0.4552
S -2.995 0.274 -0.791 -0.9 -0.3 -0.9 0.0216
I 1.763 0.142 -1.270 0.3 -0.1 0.2 0.9027
I 1.009 -2.719 0.466 0.3 0.1 -0.1 0.3281
I 2.809 1.834 0.715 0.1 0.0 0.0 -0.2048

---

Record 14
8
Properties=species:S:1:pos:R:3:forces:R:3:nbo_charge:R:1 method="wB97M-V/def2-TZVPD" homo_ev="-8.73 / -8.70" mol_weight_g_mol=583.69 de_lowest_kcal_mol=6.8 homo_lumo_gap_ev="6.34 / 6.75"
C -2.262 -0.027 0.427 0.4 0.6 -0.3 -0.8243
O 3.465 -0.520 0.689 -1.3 -0.2 -0.8 -0.8342
O 1.190 -1.256 -0.099 1.2 0.3 0.1 -0.8841
S 2.486 -0.665 -0.377 0.5 -0.4 0.6 1.6396
I -3.727 1.037 -0.686 0.4 -0.4 0.4 0.2629
I -1.906 -1.994 -0.108 -0.4 0.1 0.1 0.3265
I -0.570 1.099 0.952 -1.3 -0.3 0.3 0.5831
I 1.323 2.327 -0.797 0.4 0.4 -0.3 -0.2694

---

Record 15
6
Properties=species:S:1:pos:R:3:forces:R:3:nbo_charge:R:1 method="wB97M-V/def2-TZVPD" homo_ev=-9.41 mol_weight_g_mol=196.94 de_lowest_kcal_mol=24.5 homo_lumo_gap_ev=7.80
C 0.961 0.639 0.024 -2.7 -1.4 0.1 0.4996
N -0.305 -0.990 0.136 5.1 0.9 0.3 -0.4155
N -1.428 -0.673 -0.010 -2.2 0.5 -0.4 0.1815
N -2.538 -0.519 -0.152 -0.8 0.5 -0.1 -0.1292
O 0.460 1.678 0.011 0.4 -0.3 0.0 -0.4439
I 2.850 -0.134 -0.011 0.2 -0.2 0.0 0.3075

---

Record 16
5
Properties=species:S:1:pos:R:3:forces:R:3:mulliken_spin:R:1 method="wB97M-V/def2-TZVPD" homo_ev="-7.69 / -10.04" mol_weight_g_mol=200.99 spin_multiplicity=3 de_lowest_kcal_mol=0.0 s_squared=2.011 homo_lumo_gap_ev="6.71 / 6.86"
C 0.016 -0.105 0.457 1.2 0.7 0.1 0.0962
N 1.054 0.491 0.293 0.3 -0.1 2.3 0.1836
O -0.994 -0.659 0.473 -2.0 -1.2 0.5 0.1197
S -0.844 0.226 -2.439 0.3 0.2 -0.2 0.8081
I 1.259 0.834 -1.839 0.2 0.5 -2.7 0.7924

---

Record 17
6
Properties=species:S:1:pos:R:3:forces:R:3:nbo_charge:R:1 method="wB97M-V/def2-TZVPD" homo_ev=-9.94 mol_weight_g_mol=104.09 smiles="S=c1onno1" de_lowest_kcal_mol=85.0 homo_lumo_gap_ev=10.05
C -0.297 -0.644 -0.009 0.8 0.4 1.0 0.3202
N 0.488 1.264 -0.523 1.9 3.9 -2.3 0.1288
N 0.501 1.269 0.658 0.0 1.0 4.0 0.1083
O 0.070 0.176 -1.029 -1.6 -2.8 -1.6 -0.2738
O -0.034 0.065 1.129 -0.3 -0.8 -1.2 -0.3128
S -0.728 -2.129 -0.227 -0.8 -1.7 0.1 0.0293

---

Record 18
6
Properties=species:S:1:pos:R:3:forces:R:3:nbo_charge:R:1 method="wB97M-V/def2-TZVPD" homo_ev=-12.55 mol_weight_g_mol=88.02 smiles="N#CO[N+](=O)[O-]" de_lowest_kcal_mol=113.9 homo_lumo_gap_ev=11.93
C -1.066 -0.849 -0.503 5.3 3.0 0.0 0.5130
N -1.950 -1.473 -0.153 -1.2 -0.7 0.1 -0.3197
N 0.815 0.656 0.279 -2.0 -0.4 1.3 0.7533
O 1.820 1.051 -0.138 1.3 0.5 -0.3 -0.2447
O 0.212 0.773 1.299 0.4 -0.1 -0.6 -0.2878
O 0.168 -0.158 -0.784 -3.7 -2.4 -0.5 -0.4142

---

Record 19
8
Properties=species:S:1:pos:R:3:forces:R:3:nbo_charge:R:1 method="wB97M-V/def2-TZVPD" homo_ev=-10.70 mol_weight_g_mol=136.09 de_lowest_kcal_mol=7.2 homo_lumo_gap_ev=10.05
C -1.815 0.776 -0.414 -1.9 0.1 0.2 0.9104
N -0.952 -0.049 -0.578 1.2 -0.5 0.2 -0.8470
N 1.299 -0.651 1.748 0.2 -1.0 -0.2 0.3982
O 1.120 -1.775 1.405 0.0 0.9 0.6 -0.3048
O 1.306 0.254 0.719 -0.7 -0.3 -0.7 -0.5379
O 1.163 0.504 -1.776 1.2 1.7 -1.7 -0.8670
O -2.818 1.366 -0.265 1.6 -0.2 -0.2 -0.4649
S 0.696 -0.424 -0.840 -1.6 -0.8 1.8 1.7132

---

Record 20
8
Properties=species:S:1:pos:R:3:forces:R:3:nbo_charge:R:1 method="wB97M-V/def2-TZVPD" homo_ev=-10.57 mol_weight_g_mol=132.10 de_lowest_kcal_mol=54.2 homo_lumo_gap_ev=9.38
C -0.263 -0.163 -0.004 2.3 -0.1 1.1 -0.2246
N 1.148 1.414 -0.024 -1.1 0.0 0.0 0.0152
N 2.065 0.699 -0.029 -0.4 1.4 -0.2 0.1232
N 2.264 -0.528 -0.040 1.9 -1.2 0.1 -0.5186
N -1.675 -0.100 0.051 1.0 0.7 -0.6 0.4649
O -2.292 -0.002 1.074 -0.1 -0.3 0.3 -0.3237
O -2.074 0.016 -1.088 -1.1 -0.2 -0.6 -0.3426
S 0.826 -1.337 0.060 -2.6 -0.2 -0.1 0.8061